(1)
# C5H13CaN2O4S2

A molecular structure, C5H13CaN2O4S2 (wB97M-V/def2-TZVPD, the OMol25 dataset).

Cartesian coordinates (Å):
N -1.086038 2.106961 1.671104
C 0.052623 2.539767 0.799036
C 0.320400 1.511631 -0.433170
C -0.731393 0.309457 -0.519863
C -0.613895 -0.456511 -1.889358
C 0.326546 -1.678796 -1.717756
S 1.710600 -1.273688 -0.606932
O 2.584270 -0.225014 -1.226324
O 2.524601 -2.529872 -0.503600
N 1.129380 -0.861648 0.920948
S 0.214375 -2.102239 1.610450
O 1.068069 -2.838339 2.586901
O -0.892431 -1.404706 2.378232
H -0.782136 1.243503 2.149069
H -1.278574 2.857489 2.338741
H -0.153147 3.526973 0.326845
H 0.983560 2.624855 1.413200
H 0.313557 2.060038 -1.408130
H 1.362077 1.142365 -0.257469
H -1.774608 0.822812 -0.527972
H -0.717744 -0.372573 0.401698
H -1.634718 -0.851062 -2.153207
H -0.357462 0.245752 -2.720539
H -0.255922 -2.586627 -1.414834
H 0.756067 -1.943113 -2.718264
H -0.344806 -2.946171 0.667715
Ca -2.723248 1.078757 0.833478

Atoms 1-2, force components in eV/Å:
N 1.4 1.1 0.4
C 1.0 -0.3 -1.6

Properties
strongest force on any atom = 6.704 eV/Å
calculated total energy = -2082.3297 a.u.
total charge = +1
HOMO = -11.9192 eV

(2)
# C22H43N2OP3Tc

A molecular structure, C22H43N2OP3Tc (wB97M-V/def2-TZVPD, the OMol25 dataset).

Cartesian coordinates (Å):
Tc 0.578609 -0.427133 -0.992967
P -0.937188 -0.621402 0.776964
P 0.250427 -2.543845 -1.707295
P -0.188780 2.632680 0.083161
H 1.823409 -0.484249 -3.312943
C 0.832752 -0.158078 -3.010747
C 0.656577 1.265321 -2.640006
H 0.364335 1.390549 -1.519548
C -2.715233 -0.658220 0.431892
C -0.632495 -2.174768 1.740980
C -1.004275 0.387091 2.368199
C 0.601261 -3.321622 -3.344870
C 1.427150 -3.480194 -0.653615
C -1.384146 -3.336341 -1.447357
C 0.241415 4.098779 -0.943807
C 0.587973 3.163743 1.656909
C -1.997601 2.887516 0.206074
H 0.070216 -0.534431 -3.723563
H 1.659839 1.802968 -2.619664
H -3.225157 -1.033559 1.328076
H -2.935139 -1.326880 -0.405681
H -3.087227 0.349346 0.207472
H -1.409988 -2.217872 2.519650
H 0.356068 -2.110770 2.222098
H -0.693846 -3.072023 1.117816
H -1.560078 -0.238157 3.089646
H -1.547014 1.339931 2.254953
H 0.006452 0.557276 2.760224
H 0.383923 -4.400341 -3.217494
H 1.654877 -3.180882 -3.620736
H -0.052606 -2.909843 -4.129273
H 1.043199 -4.505519 -0.578376
H 1.547454 -3.048987 0.347506
H 2.404251 -3.475694 -1.156130
H -1.371452 -4.302377 -1.964409
H -2.184456 -2.724870 -1.878003
H -1.612420 -3.510994 -0.395499
H 0.391113 4.933965 -0.245604
H -0.587002 4.351306 -1.625184
H 1.172056 3.930185 -1.508723
H 1.074413 4.127594 1.448930
H 1.342244 2.432788 1.976996
H -0.215364 3.272871 2.398988
H -2.129102 3.966915 0.083091
H -2.349767 2.566420 1.186991
H -2.545766 2.363038 -0.588679
C -2.041021 2.222617 -3.518964
C -2.694480 3.279454 -4.131085
C -2.131920 3.771468 -5.287195
C -0.931406 3.178235 -5.757932
C -0.201469 2.262821 -4.992582
C -0.502331 2.111074 -3.541626
O -2.986311 1.402457 -2.943063
H -2.610965 0.573360 -2.663818
H -3.723795 3.408460 -3.798580
H -2.695355 4.530073 -5.804739
H -0.618061 3.465683 -6.768447
H 0.665550 1.751453 -5.453010
H -0.294019 3.148139 -3.205704
N 6.006981 -0.759983 1.646694
C 4.876590 -0.550489 0.945293
C 3.714763 -0.110221 1.629536
C 2.568146 0.109678 0.886017
N 2.500990 -0.128464 -0.456705
C 3.638429 -0.536981 -1.137665
C 4.835058 -0.762550 -0.459068
H 6.022993 -0.597040 2.644756
H 6.852788 -1.062728 1.194689
H 3.671489 0.054529 2.708253
H 1.631579 0.431311 1.364522
H 3.515777 -0.724121 -2.214546
H 5.713690 -1.111885 -1.024995

Atoms 1-2, force components in eV/Å:
Tc 0.6 3.7 -0.5
P -1.7 -1.3 3.6

Properties
strongest force on any atom = 4.153 eV/Å
⟨S²⟩ = 4.13
calculated total energy = -2151.9646 a.u.
energy above the lowest of the compared OMol25 structures with the same formula, charge and spin = 6.290 eV
total charge = +4
HOMO (alpha / beta) = -19.0434 / -19.6472 eV
multiplicity = 4

(3)
# C5H10N2O

A single C5H10N2O molecule (wB97M-V/def2-TZVPD, the OMol25 dataset).

Cartesian coordinates (Å):
C -2.025856 -0.039813 0.273187
C -0.727672 -0.357043 0.091981
C -0.049948 -1.637796 0.530166
C 0.340139 0.590585 -0.615959
N 1.262162 1.343204 -0.099637
C 1.518225 1.256974 1.271939
N 0.097997 0.669310 -1.988628
O -0.098543 -0.521182 -2.538337
H -2.699801 -0.710500 0.888693
H -2.390714 1.028775 0.164896
H -0.848479 -2.449563 0.699329
H 0.566770 -2.192097 -0.352768
H 0.606352 -1.539146 1.445477
H 2.557659 1.178406 1.544935
H 1.105827 2.358766 1.686801
H 1.004642 0.483551 1.974511
H 0.887980 1.120935 -2.482881
H -1.106743 -0.583366 -2.493705

Atoms 1-2, force components in eV/Å:
C 0.3 0.8 1.3
C 1.5 0.7 -0.3

Properties
SMILES = C=C(C)/C(=N\C)NO
strongest force on any atom = 5.312 eV/Å
calculated total energy = -381.1190 a.u.
energy above the lowest of the compared OMol25 structures with the same formula, charge and spin = 4.529 eV
total charge = 0
HOMO = -8.6604 eV

(4)
# C5H7NO

A single C5H7NO molecule (wB97M-V/def2-TZVPD, the OMol25 dataset).

Cartesian coordinates (Å):
C -1.238626 0.493063 1.390723
C -0.246405 0.632984 0.225707
C -0.675961 0.128553 -1.074643
C -0.473255 -0.913696 -2.079096
N -0.092593 -2.217667 -2.058504
C -1.208315 0.282252 -2.343416
O -1.827075 0.889960 -3.196233
H -2.214323 0.790146 1.151008
H -0.955919 1.184543 2.301876
H -1.091800 -0.543758 1.659933
H 0.670890 -0.012270 0.553374
H -0.007557 1.748832 0.126418
H 0.667858 -2.500645 -1.376884
H 0.207384 -2.588570 -2.956563

Atoms 1-2, force components in eV/Å:
C 2.2 0.9 1.6
C 1.6 1.0 1.3

Properties
SMILES = CCc1c(N)c1=O
strongest force on any atom = 4.900 eV/Å
calculated total energy = -324.6149 a.u.
energy above the lowest of the compared OMol25 structures with the same formula, charge and spin = 2.980 eV
total charge = 0
HOMO = -8.8547 eV

(5)
# C4H6O

A single C4H6O molecule (wB97M-V/def2-TZVPD, the OMol25 dataset).

Cartesian coordinates (Å):
C -1.117360 0.516236 1.833790
C -0.321476 0.346202 0.705664
C 0.274342 0.281309 -0.366608
C 1.058637 -0.141494 -1.527137
O 0.661431 -1.335932 -2.205538
H -0.603182 0.024144 2.719141
H -1.249223 1.578444 2.142151
H -2.114714 0.017854 1.820202
H 2.084943 -0.015303 -1.333315
H 0.965216 0.673537 -2.261029
H 0.361387 -1.944997 -1.527322

Atoms 1-2, force components in eV/Å:
C -1.1 -0.2 4.0
C 2.0 -0.1 -4.6

Properties
SMILES = CC#CCO
strongest force on any atom = 5.012 eV/Å
calculated total energy = -231.1624 a.u.
energy above the lowest of the compared OMol25 structures with the same formula, charge and spin = 1.668 eV
total charge = 0
HOMO = -9.3751 eV

(6)
# C3H4OS

A single C3H4OS molecule (wB97M-V/def2-TZVPD, the OMol25 dataset).

Cartesian coordinates (Å):
C -0.999887 0.120745 0.329601
C 0.091307 -0.307569 -0.593969
S 1.491414 -1.499493 0.021217
C 1.463431 0.112065 -0.403146
O 2.203860 1.413741 0.328214
H -0.518383 0.943605 0.907654
H -1.317331 -0.495057 1.115279
H -1.927746 0.362311 -0.206467
H -0.486661 -0.650346 -1.498384

Atoms 1-2, force components in eV/Å:
C 0.9 2.4 0.7
C -1.6 -1.5 -1.0

Properties
SMILES = C[C@@H]1SC1=O
strongest force on any atom = 8.867 eV/Å
calculated total energy = -589.9349 a.u.
energy above the lowest of the compared OMol25 structures with the same formula, charge and spin = 5.164 eV
total charge = 0
HOMO (alpha / beta) = -9.6541 / -9.4680 eV

(7)
# C26H35N3O10Sr

A molecular structure, C26H35N3O10Sr (wB97M-V/def2-TZVPD, the OMol25 dataset).

Cartesian coordinates (Å):
Sr -11.783088 -9.394130 2.510581
C -11.709386 -13.265887 3.977987
C -12.783289 -12.272034 4.501754
O -12.533310 -10.928421 4.380528
H -10.753496 -13.155475 4.496811
H -11.582053 -13.172283 2.899721
H -12.081445 -14.258006 4.264322
H -13.005071 -12.477609 5.565712
H -13.721664 -12.541557 3.977513
C -8.822387 -7.505086 6.233062
C -9.583721 -7.354519 4.896608
O -10.405088 -8.429764 4.629544
H -7.838624 -7.976993 6.127954
H -9.493549 -8.047521 6.899163
H -8.549354 -6.516125 6.624867
H -8.833345 -7.261952 4.091577
H -10.189572 -6.441143 4.999802
C -8.702507 -6.910338 0.569966
C -10.060632 -7.549251 0.229270
O -11.094103 -7.421433 1.105707
H -8.114298 -6.698049 -0.327636
H -8.126518 -7.576841 1.218464
H -8.832655 -5.972693 1.116024
H -9.894968 -8.645569 0.136486
H -10.283432 -7.225126 -0.811376
C -15.759363 -6.714133 4.286392
C -14.984176 -7.626026 3.309449
O -13.693697 -7.807128 3.725235
H -15.922094 -7.085202 5.296071
H -16.772066 -6.571746 3.854302
H -15.453174 -5.675739 4.136882
H -14.955154 -7.026627 2.375971
H -15.493337 -8.606636 3.230280
C -5.292616 -10.315756 4.452753
C -6.558271 -9.826807 4.766622
C -7.596909 -10.011878 3.836741
C -7.247684 -10.532425 2.564313
C -5.986232 -10.973693 2.284473
C -4.994714 -10.947128 3.258359
N -8.325343 -10.650329 1.576515
O -8.032524 -10.711267 0.389261
O -9.457040 -10.572432 1.981616
H -4.535917 -10.272027 5.228699
H -6.742818 -9.379249 5.731329
H -8.637510 -9.800060 4.087853
H -5.677418 -11.277972 1.292407
H -4.015919 -11.376207 3.101439
C -18.551221 -10.855847 -0.579769
C -17.882660 -9.786186 -0.017824
C -16.585311 -9.967224 0.455913
C -16.038881 -11.244624 0.412099
C -16.755835 -12.311636 -0.124303
C -17.962138 -12.108713 -0.759884
N -14.766044 -11.472121 1.066311
O -14.229108 -10.467479 1.513527
O -14.319355 -12.588646 1.238348
H -19.573614 -10.734028 -0.920789
H -18.344864 -8.823251 0.143235
H -16.058346 -9.138573 0.909805
H -16.379651 -13.319336 -0.001823
H -18.348970 -12.946801 -1.320801
C -10.482049 -11.254079 -4.352471
C -10.285707 -12.508219 -3.800366
C -10.376976 -12.663979 -2.418344
C -10.852588 -11.624259 -1.636189
C -11.189579 -10.385555 -2.227890
C -10.870821 -10.205605 -3.540595
N -11.184328 -11.858369 -0.267422
O -11.023543 -12.944055 0.245071
O -11.674677 -10.908716 0.337606
H -10.418036 -11.101911 -5.421879
H -10.043844 -13.333008 -4.456397
H -10.082409 -13.618535 -2.005984
H -11.524811 -9.604044 -1.558920
H -10.938352 -9.220523 -3.985532

Atoms 1-2, force components in eV/Å:
Sr -0.8 1.8 2.9
C -0.5 0.1 0.9

Properties
strongest force on any atom = 3.498 eV/Å
calculated total energy = -1958.7401 a.u.
energy above the lowest of the compared OMol25 structures with the same formula, charge and spin = 0.000 eV
total charge = -2
HOMO = -0.1928 eV

(8)
# C4H12NO3

2 unconnected molecules or ions with the total composition C4H12NO3 (wB97M-V/def2-TZVPD, the OMol25 dataset).

Cartesian coordinates (Å):
C 1.206832 -1.417266 -0.558267
O 2.552660 -0.881099 -0.644987
C 0.296981 -0.275694 -0.903713
C -1.184258 -0.576318 -0.822632
C -2.050173 0.640590 -0.537079
O -1.537784 1.867889 -0.468581
N 0.564104 0.873835 -0.014521
H 1.066603 -1.719013 0.459188
H 1.114590 -2.272713 -1.221970
H 3.154660 -1.533953 -0.281214
H 0.622145 0.179232 -1.842483
H -1.370078 -1.382440 -0.097498
H -1.439550 -1.055240 -1.773825
H -3.136934 0.609481 -0.570984
H -0.079303 1.692843 -0.259333
H 0.141243 0.766096 0.919529
H 1.550286 1.102506 0.045410
H -1.206843 1.338557 2.607782
H 0.144990 1.248017 3.305159
O -0.410168 0.794694 2.660010

Atoms 1-2, force components in eV/Å:
C 1.3 0.6 -0.2
O -0.3 -0.2 -0.1

Properties
strongest force on any atom = 2.075 eV/Å
⟨S²⟩ = 0.75
calculated total energy = -439.9736 a.u.
energy above the lowest of the compared OMol25 structures with the same formula, charge and spin = 0.478 eV
total charge = 0
HOMO (alpha / beta) = -4.5104 / -7.9038 eV
multiplicity = 2